(1)
Below is C3H2EuFO2 as an isolated structure, with properties calculated with ωB97M-V/def2-TZVPD.

Last column: natural (NBO) charge in e.
Cartesian coordinates (Å):
O1 0.582 0.247 -1.418  -0.644
C1 2.042 -0.277 -0.741  0.578
C2 -0.392 0.506 -0.494  0.174
O2 1.771 -0.491 0.457  -0.552
C3 -0.100 -0.333 0.687  -0.314
F1 -0.343 1.871 -0.153  -0.394
H1 -0.230 -1.420 0.658  0.215
H2 -0.214 0.199 1.637  0.237
Eu1 -3.116 -0.301 -0.633  1.700

spin multiplicity	8
<S²>	15.763
net charge	+1
strongest force on any atom	3.510	eV/Å
gap between HOMO and LUMO (alpha / beta)	0.2074 / 0.2145	hartree
relative energy (zero: lowest compared OMol25 entry of this formula, charge and spin)	64.7	kcal per mole
E_tot	-29271.7346	eV

---

(2)
Below is one molecule with the formula C3H2F2N2O, with properties calculated with ωB97M-V/def2-TZVPD.

Last column: natural (NBO) charge in e.
Cartesian coordinates (Å):
C1 0.763 -0.367 0.209  -0.091
C2 0.231 0.917 0.012  -0.065
C3 2.108 -0.743 0.042  0.405
N1 1.010 1.928 0.217  0.096
N2 2.815 0.327 -0.308  0.127
O1 2.478 -1.922 0.315  -0.545
F1 0.335 3.152 0.148  -0.233
F2 4.143 0.094 -0.127  -0.174
H1 0.258 -1.247 0.558  0.249
H2 -0.904 0.994 -0.126  0.231

spin multiplicity	1
net charge	0
strongest force on any atom	4.978	eV/Å
gap between HOMO and LUMO (alpha / beta)	0.2647 / 0.2981	hartree
relative energy (zero: lowest compared OMol25 entry of this formula, charge and spin)	147.1	kcal per mole
E_tot	-13598.3972	eV

---

(3)
Below is one molecule with the formula C3H2F2O, with properties calculated with ωB97M-V/def2-TZVPD.

Last column: natural (NBO) charge in e.
Cartesian coordinates (Å):
C1 -0.025 0.750 -0.178  0.897
C2 -0.172 -0.483 -0.837  -0.503
C3 -0.118 -1.651 -0.282  0.329
H1 -0.818 -0.327 -1.820  0.256
H2 -0.580 -2.533 -0.986  0.114
O1 0.015 -1.911 0.932  -0.522
F1 0.757 1.001 0.949  -0.297
F2 -0.405 1.939 -0.601  -0.274

spin multiplicity	1
SMILES	O=CC=C(F)F
net charge	0
strongest force on any atom	11.831	eV/Å
gap between HOMO and LUMO	0.3422	hartree
relative energy (zero: lowest compared OMol25 entry of this formula, charge and spin)	44.3	kcal per mole
E_tot	-10623.0530	eV

---

(4)
Below is one molecule with the formula C3H2F2S2, with properties calculated with ωB97M-V/def2-TZVPD.

Last column: natural (NBO) charge in e.
Cartesian coordinates (Å):
C1 0.603 0.977 -0.144  -0.337
C2 -0.011 0.016 0.741  0.213
C3 -0.815 -0.941 0.358  0.218
H1 0.546 -0.586 -2.063  0.107
H2 -1.137 -1.163 -0.666  0.188
F1 0.197 0.314 2.021  -0.286
F2 -1.471 -1.688 1.245  -0.302
S1 1.080 0.626 -1.863  0.092
S2 1.008 2.445 0.370  0.108

spin multiplicity	1
SMILES	F/C=C(\F)C(=S)S
net charge	0
strongest force on any atom	2.069	eV/Å
gap between HOMO and LUMO	0.3028	hartree
relative energy (zero: lowest compared OMol25 entry of this formula, charge and spin)	18.2	kcal per mole
E_tot	-30247.0263	eV

---

(5)
Below is one molecule with the formula C3H2F2S2, with properties calculated with ωB97M-V/def2-TZVPD.

Last column: natural (NBO) charge in e.
Cartesian coordinates (Å):
C1 -0.067 0.780 -0.062  0.314
C2 1.165 0.323 -0.330  0.113
C3 -1.057 -0.377 0.314  -0.576
F1 -0.570 2.045 -0.152  -0.296
F2 2.320 1.238 -0.697  -0.355
S1 1.587 -1.349 0.016  0.174
S2 -0.331 -1.856 -0.550  0.133
H1 -0.917 -0.474 1.421  0.234
H2 -2.129 -0.329 0.040  0.258

spin multiplicity	1
SMILES	FC1=C(F)SSC1
net charge	0
strongest force on any atom	4.405	eV/Å
gap between HOMO and LUMO	0.3272	hartree
relative energy (zero: lowest compared OMol25 entry of this formula, charge and spin)	23.5	kcal per mole
E_tot	-30246.7989	eV

---

(6)
Below is one molecule with the formula C3H2F2S2, with properties calculated with ωB97M-V/def2-TZVPD.

Last column: natural (NBO) charge in e.
Cartesian coordinates (Å):
C1 -1.100 -0.365 -0.096  -0.314
C2 0.372 -0.648 0.113  0.226
C3 1.309 0.334 -0.161  0.240
H1 -0.883 1.772 0.619  0.103
H2 1.059 1.345 -0.242  0.182
F1 0.726 -2.013 0.212  -0.306
F2 2.601 0.030 -0.237  -0.292
S1 -1.917 1.266 -0.011  0.132
S2 -2.167 -1.721 -0.197  0.029

spin multiplicity	1
SMILES	F/C=C(\F)C(=S)S
net charge	0
strongest force on any atom	4.194	eV/Å
gap between HOMO and LUMO	0.2830	hartree
relative energy (zero: lowest compared OMol25 entry of this formula, charge and spin)	32.3	kcal per mole
E_tot	-30246.4156	eV

---

(7)
Below is one molecule with the formula C3H2F4O, with properties calculated with ωB97M-V/def2-TZVPD.

Last column: natural (NBO) charge in e.
Cartesian coordinates (Å):
C1 0.380 0.320 2.813  0.220
C2 0.287 0.086 1.392  0.187
C3 1.103 0.940 0.476  0.833
O1 1.476 2.078 1.259  -0.697
F1 -0.296 -0.317 3.651  -0.277
F2 -0.526 -0.858 0.898  -0.298
F3 0.302 1.240 -0.599  -0.333
F4 2.163 0.328 -0.061  -0.317
H1 0.835 1.249 3.102  0.192
H2 2.176 2.494 0.750  0.491

spin multiplicity	1
SMILES	OC(F)(F)/C(F)=C/F
net charge	0
strongest force on any atom	7.969	eV/Å
gap between HOMO and LUMO	0.3775	hartree
relative energy (zero: lowest compared OMol25 entry of this formula, charge and spin)	17.4	kcal per mole
E_tot	-16059.3008	eV

---

(8)
Below is one molecule with the formula C3H2F6N2O2S2, with properties calculated with ωB97M-V/def2-TZVPD.

Last column: natural (NBO) charge in e.
Cartesian coordinates (Å):
C1 -0.184 0.580 -0.757  0.272
C2 -0.076 -0.865 -1.036  -0.224
C3 -1.340 -1.686 -1.026  0.976
N1 0.642 1.011 0.126  -0.758
N2 0.871 -1.439 0.136  -0.900
O1 -0.801 2.939 0.924  -0.877
O2 1.360 2.442 1.908  -0.857
F1 -1.257 -2.862 -1.693  -0.316
F2 -1.855 -1.938 0.097  -0.263
F3 -2.271 -1.017 -1.814  -0.354
F4 1.887 -1.908 2.214  -0.518
F5 0.320 -0.192 2.438  -0.536
F6 1.237 3.174 -0.408  -0.480
S1 1.405 -0.606 1.245  1.712
S2 0.545 2.467 0.836  2.566
H1 -1.033 1.066 -1.166  0.239
H2 0.549 -1.167 -2.024  0.316

spin multiplicity	1
net charge	0
strongest force on any atom	6.739	eV/Å
gap between HOMO and LUMO	0.3064	hartree
relative energy (zero: lowest compared OMol25 entry of this formula, charge and spin)	0.0	kcal per mole
E_tot	-48190.2599	eV

---

(9)
Below is C3H2FFeO2 as an isolated structure, with properties calculated with ωB97M-V/def2-TZVPD.

Last column: natural (NBO) charge in e.
Cartesian coordinates (Å):
C1 1.317 0.167 -0.074  0.306
C2 -1.034 0.333 0.187  0.370
O1 0.459 1.002 0.404  -0.415
O2 0.743 -0.909 -0.530  -0.424
C3 -0.653 -0.970 -0.241  0.216
H1 -1.643 0.487 1.083  0.272
F1 -1.588 1.159 -0.820  -0.267
H2 -0.873 -1.814 0.415  0.253
Fe1 3.271 0.545 -0.425  1.690

spin multiplicity	6
<S²>	8.762
net charge	+2
strongest force on any atom	4.790	eV/Å
gap between HOMO and LUMO (alpha / beta)	0.2651 / 0.2996	hartree
relative energy (zero: lowest compared OMol25 entry of this formula, charge and spin)	9.7	kcal per mole
E_tot	-44317.2590	eV

---

(10)
Below is one molecule with the formula C3H2FIO2, with properties calculated with ωB97M-V/def2-TZVPD.

Last column: natural (NBO) charge in e.
Cartesian coordinates (Å):
C1 -0.916 0.543 -0.363  -0.182
C2 -1.108 -0.293 0.709  0.191
C3 1.205 -0.081 -0.308  0.705
O1 0.452 0.872 -0.573  -0.447
O2 -0.133 -0.926 1.253  -0.621
F1 1.192 -1.272 -0.890  -0.293
I1 3.034 0.490 0.359  0.256
H1 -1.535 0.865 -1.133  0.208
H2 -2.191 -0.200 0.946  0.184

spin multiplicity	1
net charge	0
strongest force on any atom	2.343	eV/Å
gap between HOMO and LUMO (alpha / beta)	0.2928 / 0.2929	hartree
relative energy (zero: lowest compared OMol25 entry of this formula, charge and spin)	49.3	kcal per mole
E_tot	-18052.6311	eV

---

(11)
Below is C3H2FLuO2 as an isolated structure, with properties calculated with ωB97M-V/def2-TZVPD.

Last column: natural (NBO) charge in e.
Cartesian coordinates (Å):
F1 1.194 -1.325 -0.677  -0.328
O1 0.363 1.155 -0.368  -0.439
O2 -1.154 -0.484 -1.027  -0.824
C1 0.936 0.797 0.954  0.220
C2 0.572 -0.562 0.822  0.011
C3 -0.056 -0.171 -0.501  0.864
H1 0.592 1.451 1.762  0.255
H2 0.175 -1.278 1.542  0.279
Lu1 -2.623 0.417 -2.508  0.960

spin multiplicity	2
<S²>	0.766
net charge	+1
strongest force on any atom	3.711	eV/Å
gap between HOMO and LUMO (alpha / beta)	0.2278 / 0.1574	hartree
relative energy (zero: lowest compared OMol25 entry of this formula, charge and spin)	115.6	kcal per mole
E_tot	-43561.8787	eV

---

(12)
Below is one molecule with the formula C3H2FN, with properties calculated with ωB97M-V/def2-TZVPD.

Last column: natural (NBO) charge in e.
Cartesian coordinates (Å):
C1 0.395 -1.097 0.016  -0.217
C2 1.106 0.029 -0.063  0.408
C3 -0.309 0.207 -0.048  0.222
N1 -1.779 0.675 0.002  -0.760
F1 2.276 0.584 -0.102  -0.254
H1 0.150 -2.109 0.431  0.263
H2 -1.840 1.712 -0.237  0.338

spin multiplicity	1
SMILES	[H]/N=c1/cc1F
net charge	0
strongest force on any atom	7.006	eV/Å
gap between HOMO and LUMO	0.3424	hartree
relative energy (zero: lowest compared OMol25 entry of this formula, charge and spin)	93.7	kcal per mole
E_tot	-7345.6540	eV

---

(13)
Below is one molecule with the formula C3H2FN3S, with properties calculated with ωB97M-V/def2-TZVPD.

Last column: natural (NBO) charge in e.
Cartesian coordinates (Å):
C1 -1.200 -0.340 -0.289  0.519
C2 0.125 -0.089 -0.004  -0.085
C3 1.347 -0.859 -0.078  -0.304
H1 0.829 1.846 0.718  0.428
H2 2.223 -0.332 0.223  0.200
N1 -1.957 0.737 -0.062  -0.277
N2 -1.155 1.696 0.353  -0.018
N3 0.065 1.216 0.394  -0.289
F1 -1.732 -1.465 -0.712  -0.269
S1 1.454 -2.410 -0.544  0.095

spin multiplicity	1
SMILES	Fc1nn[nH]c1C=S
net charge	0
strongest force on any atom	1.421	eV/Å
gap between HOMO and LUMO	0.2969	hartree
relative energy (zero: lowest compared OMol25 entry of this formula, charge and spin)	2.4	kcal per mole
E_tot	-21164.5030	eV

---

(14)
Below is one molecule with the formula C3H2FNO, with properties calculated with ωB97M-V/def2-TZVPD.

Last column: natural (NBO) charge in e.
Cartesian coordinates (Å):
C1 1.355 0.143 0.082  0.203
C2 -0.933 0.369 -0.428  0.358
C3 -0.075 -0.607 0.290  0.093
N1 2.258 0.802 -0.011  -0.291
O1 -1.173 1.420 0.121  -0.468
F1 -0.069 -1.907 -0.006  -0.298
H1 -1.353 0.253 -1.441  0.164
H2 -0.010 -0.473 1.394  0.237

spin multiplicity	1
SMILES	N#C[C@H](F)C=O
net charge	0
strongest force on any atom	5.806	eV/Å
gap between HOMO and LUMO	0.4064	hartree
relative energy (zero: lowest compared OMol25 entry of this formula, charge and spin)	30.8	kcal per mole
E_tot	-9396.1714	eV

---

(15)
Below is C3H2FNaO3 as an isolated structure, with properties calculated with ωB97M-V/def2-TZVPD.

Last column: natural (NBO) charge in e.
Cartesian coordinates (Å):
C1 -1.351 0.393 0.182  0.378
C2 -0.825 -1.022 -0.011  0.530
O1 0.419 -1.012 -0.101  -0.333
C3 0.905 0.394 0.029  1.021
O2 -0.149 1.139 0.188  -0.390
O3 2.048 0.628 -0.032  -0.528
Na1 4.325 0.280 -0.436  0.998
F1 -2.138 0.772 -0.807  -0.226
H1 -1.403 -1.933 -0.209  0.295
H2 -1.830 0.362 1.196  0.255

spin multiplicity	1
net charge	+2
strongest force on any atom	1.603	eV/Å
gap between HOMO and LUMO	0.4050	hartree
relative energy (zero: lowest compared OMol25 entry of this formula, charge and spin)	11.8	kcal per mole
E_tot	-16401.2101	eV

---

(16)
Below is C3H2FO2Rb as an isolated structure, with properties calculated with ωB97M-V/def2-TZVPD.

Last column: natural (NBO) charge in e.
Cartesian coordinates (Å):
O1 -0.245 0.861 -0.855  -0.829
C1 2.111 0.313 -0.663  0.463
C2 -0.891 0.167 0.041  0.589
O2 2.015 -0.847 -0.511  -0.522
C3 -0.683 -1.214 -0.031  -0.583
F1 -0.677 0.530 1.441  -0.471
H1 -0.992 -1.667 -0.974  0.188
H2 -0.757 -1.803 0.882  0.181
Rb1 0.120 3.659 0.670  0.984

spin multiplicity	1
net charge	0
strongest force on any atom	7.032	eV/Å
gap between HOMO and LUMO	0.1848	hartree
relative energy (zero: lowest compared OMol25 entry of this formula, charge and spin)	0.0	kcal per mole
E_tot	-10608.4331	eV

---

(17)
Below is C3H2FO2Y as an isolated structure, with properties calculated with ωB97M-V/def2-TZVPD.

Last column: natural (NBO) charge in e.
Cartesian coordinates (Å):
O1 -0.046 -1.737 0.011  -0.569
C1 0.660 -0.724 -0.321  0.692
O2 1.885 -0.534 -0.013  -0.910
C2 -1.518 -0.038 0.021  -0.202
C3 -0.274 0.417 -0.339  0.137
H1 -2.016 0.334 0.918  0.216
H2 -2.095 -0.592 -0.723  0.245
F1 0.249 1.608 0.086  -0.385
Y1 3.153 1.265 0.358  1.776

spin multiplicity	2
<S²>	0.751
net charge	+1
strongest force on any atom	6.250	eV/Å
gap between HOMO and LUMO (alpha / beta)	0.2090 / 0.1971	hartree
E_tot	-10986.7306	eV

---

(18)
Below is an isolated ion of composition C3H2FO3 and charge -1, with properties calculated with ωB97M-V/def2-TZVPD.

Last column: natural (NBO) charge in e.
Cartesian coordinates (Å):
C1 -1.379 0.502 0.011  0.740
C2 1.140 -0.001 -0.101  -0.142
C3 -0.151 -0.559 0.127  0.463
O1 -1.261 1.096 -1.037  -0.724
O2 -2.148 0.546 0.968  -0.730
O3 1.051 -0.404 1.241  -0.575
F1 -0.403 -1.839 -0.301  -0.344
H1 1.865 -0.533 -0.752  0.147
H2 1.285 1.191 -0.156  0.164

spin multiplicity	1
SMILES	O=C([O-])[C@@]1(F)CO1
net charge	-1
strongest force on any atom	3.457	eV/Å
gap between HOMO and LUMO	0.3267	hartree
relative energy (zero: lowest compared OMol25 entry of this formula, charge and spin)	61.2	kcal per mole
E_tot	-12002.8837	eV

---

(19)
Below is C3H2FeO4 as an isolated structure, with properties calculated with ωB97M-V/def2-TZVPD.

Last column: natural (NBO) charge in e.
Cartesian coordinates (Å):
H1 0.029 -1.625 -0.511  0.204
C1 1.684 -0.382 0.150  0.088
C2 0.392 -0.714 -0.037  -0.052
O1 -0.495 0.359 0.071  -0.720
C3 -1.889 0.244 -0.230  0.954
O2 -2.418 -0.833 0.039  -0.741
O3 -2.315 1.273 -0.765  -0.746
Fe1 0.511 2.011 0.676  0.801
O4 2.055 0.838 0.504  -0.932
H2 2.446 -1.172 0.103  0.145

spin multiplicity	6
<S²>	8.758
net charge	-1
strongest force on any atom	2.475	eV/Å
gap between HOMO and LUMO (alpha / beta)	0.2595 / 0.2894	hartree
E_tot	-45720.1926	eV

---

(20)
Below is C3H2FeO4 as an isolated structure, with properties calculated with ωB97M-V/def2-TZVPD.

Last column: natural (NBO) charge in e.
Cartesian coordinates (Å):
H1 -0.486 -1.870 0.269  0.215
C1 -1.580 -0.099 0.040  0.128
C2 -0.509 -0.884 -0.231  -0.072
O1 0.624 -0.197 -0.690  -0.639
C3 1.717 0.078 0.188  0.956
O2 2.291 -0.822 0.751  -0.594
O3 1.902 1.337 0.198  -0.822
Fe1 0.159 1.826 -0.620  1.521
O4 -1.568 1.215 -0.112  -0.871
H2 -2.550 -0.585 0.208  0.178

spin multiplicity	5
<S²>	6.010
net charge	0
strongest force on any atom	2.506	eV/Å
gap between HOMO and LUMO (alpha / beta)	0.2753 / 0.2558	hartree
relative energy (zero: lowest compared OMol25 entry of this formula, charge and spin)	0.0	kcal per mole
E_tot	-45719.0737	eV